# C4H7NS2

A single C4H7NS2 molecule in a non-equilibrium geometry (the ωB97M-V functional and the def2-TZVPD basis, the Open Molecules 2025 dataset).

Values from the calculation:
Electronic energy (eV): -27418.2388
Gap between HOMO and LUMO (eV): 8.7
Energy above the lowest of the compared OMol25 structures with the same formula, charge and spin (kcal/mol): 83.18
E_LUMO (eV): 0.83
F_max (hartree/bohr): 0.083

Bonds (Å) are listed after each position.
Cartesian coordinates (Å):
1 S 0.67 0.45 -1.94  H3 1.321, C5 1.709
2 C 1.23 -0.33 1.11  H13 1.075, C14 1.318
3 H 1.04 1.60 -1.39  S1 1.321
4 S -0.04 2.06 0.98  N8 1.653, C14 1.771
5 C -0.17 -0.03 -0.54  S1 1.709, C7 1.509, N8 1.373
6 H -0.76 -2.07 -0.04  C7 1.074
7 C -0.93 -1.32 -0.79  C5 1.509, H6 1.074, H10 1.107, H12 1.053
8 N -0.88 0.99 0.04  S4 1.653, C5 1.373, H11 0.998
9 H 1.46 1.25 2.55  C14 1.046
10 H -0.63 -1.77 -1.75  C7 1.107
11 H -1.74 0.64 0.41  N8 0.998
12 H -1.94 -1.10 -0.98  C7 1.053
13 H 1.62 -1.23 0.67  C2 1.075
14 C 1.06 0.86 1.67  C2 1.318, S4 1.771, H9 1.046